Record 1
C2H5NO2 | ωB97M-V/def2-TZVPD

Its HOMO energy is -7.904 eV. The LUMO energy comes out at 0.83 eV. For the HOMO-LUMO gap, the calculation gives 8.736 eV.

Last column: natural (NBO) charge in e.
Geometry (Å):
O 1.21 0.50 -0.42  -0.60
O -0.94 -0.09 1.47  -0.67
N -0.28 -0.55 -1.68  -0.83
C 0.37 0.19 1.17  0.13
C 0.49 -0.56 -0.57  0.34
H 0.59 1.24 1.39  0.17
H -0.79 -1.38 -1.95  0.39
H 1.04 -0.51 1.64  0.21
H -1.47 0.71 1.34  0.48
H -0.18 0.20 -2.35  0.38


Record 2
C2H5NO2 | ωB97M-V/def2-TZVPD

Its HOMO energy (spin up / spin down) is -7.335 / -7.337 eV. The LUMO energy (spin up / spin down) comes out at 0.41 / 0.41 eV. For the HOMO-LUMO gap (spin up / spin down), the calculation gives 7.742 / 7.744 eV.

Last column: natural (NBO) charge in e.
Geometry (Å):
O -0.09 -2.03 -0.31  -0.62
O 1.60 -0.63 0.10  -0.36
N 2.62 0.39 0.31  -0.55
C 0.29 -0.79 -0.14  0.73
C -0.79 0.21 0.00  -0.73
H -1.80 -0.03 0.02  0.25
H -0.57 1.01 -0.68  0.25
H 0.87 -2.50 -0.30  0.52
H -0.68 0.65 0.99  0.25
H 1.98 1.17 0.48  0.25


Record 3
C2H5NO2S | ωB97M-V/def2-TZVPD

Its HOMO energy is -9.198 eV. The LUMO energy comes out at 0.63 eV. For the HOMO-LUMO gap, the calculation gives 9.832 eV.

Last column: natural (NBO) charge in e.
Geometry (Å):
S 0.97 0.41 -0.94  1.33
O 0.75 0.59 -2.39  -0.91
O -0.52 2.01 0.66  -0.57
N -0.46 0.73 -0.01  -0.38
C -0.48 -0.35 0.92  -0.22
C 0.51 -1.30 -0.30  -0.62
H 0.14 -0.31 1.93  0.20
H -0.48 2.64 -0.06  0.47
H 1.39 -2.00 -0.12  0.25
H -1.47 -0.75 1.19  0.21
H -0.35 -1.68 -0.87  0.24


Record 4
C2H5NO2S | ωB97M-V/def2-TZVPD

Its structure (SMILES) is C/N=C\O.O=S. Its HOMO energy (spin up / spin down) is -9.503 / -9.441 eV. The LUMO energy (spin up / spin down) comes out at -1.75 / -1.76 eV. For the HOMO-LUMO gap (spin up / spin down), the calculation gives 7.754 / 7.685 eV.

Last column: natural (NBO) charge in e.
Geometry (Å):
S -0.86 3.67 -0.07  0.71
O -0.12 0.93 -0.64  -0.75
O -0.64 3.21 1.34  -0.71
N 0.28 -1.40 -0.84  -0.46
C 0.50 -1.70 0.57  -0.45
C -0.01 -0.27 -1.27  0.40
H -0.32 1.11 0.27  0.51
H 1.03 -2.69 0.91  0.21
H -0.35 -0.29 -2.27  0.16
H 0.99 -0.89 1.02  0.18
H -0.50 -1.69 0.97  0.20


Record 5
C2H5NO2S | ωB97M-V/def2-TZVPD

Its structure (SMILES) is CN(O)C(=O)S. Its HOMO energy is -9.235 eV. The LUMO energy comes out at 0.66 eV. For the HOMO-LUMO gap, the calculation gives 9.894 eV.

Last column: natural (NBO) charge in e.
Geometry (Å):
S 2.23 0.92 0.17  -0.04
O -0.57 -1.89 -0.03  -0.58
O 1.95 -1.73 0.07  -0.64
N 0.02 -0.55 -0.05  -0.17
C 1.38 -0.65 0.01  0.51
C -1.03 0.47 -0.30  -0.41
H 0.16 -2.53 -0.04  0.50
H 3.28 0.30 0.52  0.15
H -0.57 1.09 -1.15  0.22
H -1.12 0.87 0.59  0.20
H -2.01 -0.10 -0.50  0.25


Record 6
C2H5NO2S | ωB97M-V/def2-TZVPD

Its HOMO energy (spin up / spin down) is -10.083 / -10.083 eV. The LUMO energy (spin up / spin down) comes out at -0.55 / -0.55 eV. For the HOMO-LUMO gap (spin up / spin down), the calculation gives 9.535 / 9.536 eV.

Last column: natural (NBO) charge in e.
Geometry (Å):
S 2.17 -0.10 0.56  1.73
O 2.31 -1.23 -0.24  -0.90
O 2.45 1.18 -0.04  -0.92
N -0.19 0.06 0.43  -0.45
C -0.54 1.43 -0.03  -0.04
C -1.06 -0.97 -0.03  -0.48
H -1.49 -1.71 0.72  0.22
H -2.00 -0.78 -0.66  0.19
H 0.31 2.05 0.32  0.22
H -1.49 1.72 -0.44  0.20
H -0.48 -1.65 -0.60  0.23


Record 7
C2H5NO2S | ωB97M-V/def2-TZVPD

Its HOMO energy is -10.144 eV. The LUMO energy comes out at -0.28 eV. For the HOMO-LUMO gap, the calculation gives 9.862 eV.

Last column: natural (NBO) charge in e.
Geometry (Å):
S 1.83 0.79 0.86  1.71
O 1.59 2.17 1.18  -0.89
O 2.42 0.59 -0.40  -0.89
N -0.40 -0.02 0.36  -0.44
C -1.52 0.68 -0.05  -0.01
C -0.07 -1.28 -0.27  -0.47
H -0.39 -1.99 0.48  0.22
H 1.02 -1.46 -0.55  0.24
H -2.21 0.40 -0.78  0.17
H -1.66 1.62 0.39  0.19
H -0.60 -1.49 -1.23  0.19


Record 8
C2H5NO3 | ωB97M-V/def2-TZVPD

Its HOMO energy (spin up / spin down) is -10.179 / -10.173 eV. The LUMO energy (spin up / spin down) comes out at -0.78 / -2.22 eV. For the HOMO-LUMO gap (spin up / spin down), the calculation gives 9.398 / 7.952 eV.

Last column: natural (NBO) charge in e.
Geometry (Å):
O -0.50 1.31 -0.30  -0.35
O 4.54 -0.08 -0.51  -0.22
O 3.28 -1.93 0.14  -0.28
N 3.54 -0.73 -0.22  0.50
C -0.59 0.00 0.07  -0.08
C -2.15 0.51 0.11  -0.60
H -3.03 -0.03 0.37  0.23
H -0.23 -0.45 1.02  0.17
H -2.12 1.39 0.81  0.23
H -0.41 -0.89 -0.58  0.17
H -2.33 0.91 -0.92  0.23


Record 9
C2H5NO3S | ωB97M-V/def2-TZVPD

Its HOMO energy is -8.358 eV. The LUMO energy comes out at -0.93 eV. For the HOMO-LUMO gap, the calculation gives 7.431 eV.

Last column: natural (NBO) charge in e.
Geometry (Å):
S -0.69 0.92 -0.03  2.12
O -1.96 0.89 0.84  -0.77
O -0.37 2.23 -0.40  -0.94
O -3.69 -0.42 -0.22  -0.18
N -2.71 -0.58 0.35  0.44
C -0.89 -0.10 -1.30  -1.07
C 0.65 0.29 0.99  -0.83
H -1.53 -0.07 -2.14  0.26
H 0.04 -0.65 -1.52  0.23
H 0.96 -0.50 0.39  0.24
H 1.31 1.03 1.31  0.25
H 0.18 -0.09 1.99  0.25


Record 10
C2H5NO3S | ωB97M-V/def2-TZVPD

Its HOMO energy (spin up / spin down) is -8.198 / -8.854 eV. The LUMO energy (spin up / spin down) comes out at -0.94 / 0.09 eV. For the HOMO-LUMO gap (spin up / spin down), the calculation gives 7.255 / 8.946 eV.

Last column: natural (NBO) charge in e.
Geometry (Å):
S -0.96 -0.83 -0.03  2.11
O -0.88 -2.12 0.58  -0.92
O -4.07 0.30 0.09  -0.19
O -2.10 -0.70 -1.02  -0.86
N -3.08 0.70 -0.35  0.38
C -1.18 0.44 1.11  -0.88
C 0.54 -0.51 -0.99  -0.85
H 0.68 -1.34 -1.67  0.26
H -0.63 1.34 0.93  0.23
H 0.41 0.42 -1.52  0.24
H 1.37 -0.46 -0.29  0.24
H -1.46 0.18 2.10  0.24


Record 11
C2H5NO3S | ωB97M-V/def2-TZVPD

Its HOMO energy is -9.286 eV. The LUMO energy comes out at 0.13 eV. For the HOMO-LUMO gap, the calculation gives 9.416 eV.

Last column: natural (NBO) charge in e.
Geometry (Å):
S -2.64 -0.11 -0.13  1.75
O -2.35 0.11 1.29  -1.02
O -1.45 -1.39 -0.50  -0.76
O -2.14 1.11 -0.87  -0.96
N -0.02 0.07 0.54  -0.53
C -0.15 -1.31 -0.07  0.11
C -0.04 1.10 -0.22  0.15
H 0.51 -1.12 -0.97  0.18
H 0.19 0.89 -1.19  0.19
H 0.01 -2.01 0.77  0.20
H 0.09 2.15 0.21  0.23
H -0.52 0.33 1.42  0.46


Record 12
C2H5NO4 | ωB97M-V/def2-TZVPD

Its structure (SMILES) is O=C(O)O.CN=O. Its HOMO energy is -10.079 eV. The LUMO energy comes out at -0.65 eV. For the HOMO-LUMO gap, the calculation gives 9.426 eV.

Last column: natural (NBO) charge in e.
Geometry (Å):
O 0.96 -0.43 1.51  -0.72
O 1.25 -1.17 -0.60  -0.65
O -0.81 2.52 0.43  -0.25
O 2.52 -1.90 1.09  -0.67
N -0.84 1.33 0.18  0.11
C -1.73 0.95 -0.88  -0.56
C 1.57 -1.15 0.54  0.98
H 2.99 -2.27 0.29  0.50
H 0.09 0.02 1.26  0.51
H -2.44 1.67 -1.43  0.22
H -1.21 0.47 -1.72  0.26
H -2.35 -0.04 -0.65  0.24


Record 13
C2H5NO4 | ωB97M-V/def2-TZVPD

The total charge is +1. Its HOMO energy (spin up / spin down) is -15.571 / -15.524 eV. Its spin multiplicity is 2. The LUMO energy (spin up / spin down) comes out at -5.75 / -11.28 eV. Its expectation value of S² is 0.794. For the HOMO-LUMO gap (spin up / spin down), the calculation gives 9.819 / 4.246 eV.

Last column: Löwdin spin population.
Geometry (Å):
O 0.66 2.04 0.72  0.29
O -1.83 -0.25 -2.02  0.01
O 0.18 -2.03 0.04  0.28
O 1.10 -0.19 -0.81  -0.03
N -0.13 -0.05 1.19  0.45
C 0.07 1.31 1.49  -0.01
C 0.37 -0.85 0.10  0.01
H 0.99 0.78 -0.73  0.00
H -0.38 1.67 2.41  0.00
H -0.42 -0.65 1.97  0.00
H -1.10 0.28 -2.40  0.00
H -1.46 -1.13 -2.17  0.00


Record 14
C2H5NO4S2 | ωB97M-V/def2-TZVPD

Its HOMO energy (spin up / spin down) is -9.267 / -9.640 eV. The LUMO energy (spin up / spin down) comes out at -4.39 / -3.75 eV. For the HOMO-LUMO gap (spin up / spin down), the calculation gives 4.876 / 5.891 eV.

Last column: natural (NBO) charge in e.
Geometry (Å):
S -0.03 0.77 -1.08  1.56
S 1.63 1.44 0.72  2.28
O -0.20 0.24 -2.39  -0.92
O 1.37 0.26 -0.56  -0.82
O 0.28 1.91 1.01  -0.85
O 2.44 0.80 1.67  -0.82
N 2.43 2.39 -0.18  -0.37
C -1.00 -1.69 -0.10  -0.66
C -1.17 -0.21 0.09  -0.55
H -2.11 0.18 -0.12  0.22
H -0.14 -2.06 0.44  0.22
H -0.91 -2.05 -1.14  0.24
H -1.80 -2.18 0.45  0.23
H -0.79 0.21 1.18  0.25


Record 15
C2H5NOS | ωB97M-V/def2-TZVPD

Its HOMO energy is -9.736 eV. The LUMO energy comes out at -0.34 eV. For the HOMO-LUMO gap, the calculation gives 9.400 eV.

Last column: natural (NBO) charge in e.
Geometry (Å):
S 1.31 2.47 0.17  1.16
O 0.05 3.27 0.15  -0.90
N 0.20 -1.87 -0.94  -0.60
C 0.67 -0.92 -1.52  -0.02
C 1.01 0.96 0.64  -0.73
H 2.05 0.45 0.66  0.23
H 1.67 -0.91 -2.20  0.12
H 0.17 0.46 0.88  0.24
H 0.34 0.10 -1.30  0.16
H 0.76 -2.75 -1.12  0.34


Record 16
C2H5NOS | ωB97M-V/def2-TZVPD

Its HOMO energy is -8.786 eV. The LUMO energy comes out at 0.19 eV. For the HOMO-LUMO gap, the calculation gives 8.977 eV.

Last column: natural (NBO) charge in e.
Geometry (Å):
S -1.78 0.04 0.47  1.24
O -2.12 0.81 -0.74  -0.93
N 0.54 0.86 0.15  -0.63
C -1.41 -1.49 -0.04  -0.77
C 1.80 0.73 0.20  -0.01
H -0.90 -2.17 0.68  0.22
H 0.37 1.85 -0.05  0.35
H 2.53 1.48 0.04  0.16
H 2.22 -0.41 0.33  0.15
H -1.26 -1.68 -1.07  0.22


Record 17
C2H5NOS | ωB97M-V/def2-TZVPD

Its structure (SMILES) is N=S1(=O)CC1. Its HOMO energy is -9.146 eV. The LUMO energy comes out at 0.29 eV. For the HOMO-LUMO gap, the calculation gives 9.438 eV.

Last column: natural (NBO) charge in e.
Geometry (Å):
S 1.32 0.09 0.00  1.83
O 2.30 1.21 -0.08  -0.87
N 1.73 -1.42 -0.14  -1.07
C -0.34 0.21 0.89  -0.60
C -0.54 0.40 -0.67  -0.64
H -0.63 1.15 1.45  0.25
H -0.73 -0.79 1.42  0.25
H -1.04 -0.53 -1.14  0.23
H -1.21 1.22 -0.86  0.23
H 2.72 -1.33 -0.45  0.38


Record 18
C2H5NOS | ωB97M-V/def2-TZVPD

Its structure (SMILES) is CSNC=O. Its HOMO energy is -8.966 eV. The LUMO energy comes out at 0.69 eV. For the HOMO-LUMO gap, the calculation gives 9.655 eV.

Last column: natural (NBO) charge in e.
Geometry (Å):
S 0.32 -0.81 -0.76  0.42
O 0.60 0.85 1.53  -0.57
N -0.05 0.84 -0.74  -0.83
C -1.07 -1.36 0.26  -0.76
C 0.25 1.44 0.51  0.52
H -1.15 -2.38 0.23  0.22
H -1.93 -0.92 -0.20  0.21
H -1.09 -0.81 1.29  0.24
H -0.55 1.36 -1.52  0.42
H 0.04 2.47 0.56  0.12


Record 19
C2H5NOS | ωB97M-V/def2-TZVPD

Its structure (SMILES) is CCn1os1. Its HOMO energy is -9.035 eV. The LUMO energy comes out at -0.05 eV. For the HOMO-LUMO gap, the calculation gives 8.989 eV.

Last column: natural (NBO) charge in e.
Geometry (Å):
S -3.26 1.22 0.15  0.53
O -2.10 1.65 -0.96  -0.45
N -1.94 0.40 -0.43  -0.25
C 0.41 0.00 -0.43  -0.62
C -0.81 0.27 0.45  -0.28
H 0.12 -0.92 -1.05  0.21
H 0.69 0.89 -1.04  0.23
H 1.18 -0.51 0.26  0.22
H -0.59 1.23 0.81  0.20
H -0.93 -0.61 1.09  0.22


Record 20
C2H5NOS | ωB97M-V/def2-TZVPD

Its structure (SMILES) is NCC(=O)S. Its HOMO energy is -9.000 eV. The LUMO energy comes out at 0.64 eV. For the HOMO-LUMO gap, the calculation gives 9.637 eV.

Last column: natural (NBO) charge in e.
Geometry (Å):
S -1.73 -0.18 0.00  -0.10
O 0.19 1.44 0.05  -0.53
N 2.19 -0.26 0.02  -0.84
C 0.00 0.30 -0.08  0.45
C 1.00 -0.80 -0.10  -0.32
H -1.73 -1.50 0.40  0.13
H 0.78 -1.14 -1.11  0.21
H 0.79 -1.58 0.68  0.23
H 2.57 0.61 -0.52  0.41
H 2.46 -0.17 1.08  0.37


Calculated E (eV), listed in the same order as above: -7736.1892 -7735.2031 -18571.0585 -18572.0648 -18573.0468 -18572.5012 -18573.2975 -9779.5409 -20616.4904 -20617.4248 -20620.0991 -11832.8084 -11824.5951 -33498.1186 -16524.6949 -16524.7007 -16523.2005 -16527.0052 -16523.6054 -16526.4619
Calculated energy above the lowest of the compared OMol25 structures with the same formula, charge and spin (kJ/mol), listed in the same order as above: 440.2 535.3 435.2 338.1 243.4 296.0 219.2 834.4 679.6 589.5 331.5 384.4 25.2 603.4 355.7 355.1 499.9 132.8 460.8 185.2